# 1
{"formula": "C3H7NO", "method": "the ωB97M-V functional and the def2-TZVPD basis", "e_above_lowest_ev": 1.758, "smiles": "C/N=C/OC", "e_lumo_ha": 0.0413, "largest_force_ev_per_a": 1.1, "homo_lumo_gap_ev": 10.7779, "elements": ["C", "O", "C", "N", "C", "H", "H", "H", "H", "H", "H", "H"], "coordinates": [[-1.75676, -0.04761, -0.93126], [-1.06150, -1.25522, -0.52605], [0.11713, -0.96261, 0.06475], [0.44270, 0.24249, 0.14464], [1.61378, 0.64411, 0.83801], [-1.93882, 0.63116, -0.08671], [-1.18109, 0.52647, -1.66849], [-2.70367, -0.37151, -1.35786], [0.77091, -1.74634, 0.49272], [2.26703, -0.14495, 1.24789], [2.15746, 1.23315, 0.10006], [1.27283, 1.25087, 1.68229]]}

=====

# 2
{"formula": "C3H7NO", "method": "the ωB97M-V functional and the def2-TZVPD basis", "e_above_lowest_ev": 0.451, "smiles": "CNC(C)=O", "e_lumo_ha": 0.0326, "largest_force_ev_per_a": 0.9, "homo_lumo_gap_ev": 10.4895, "elements": ["C", "C", "N", "C", "O", "H", "H", "H", "H", "H", "H", "H"], "coordinates": [[1.45625, -0.18944, -0.25161], [0.51943, -0.28443, 0.92375], [-0.83684, -0.26535, 0.65876], [-1.38244, 0.29495, -0.56102], [0.91522, -0.35881, 2.06753], [2.47193, -0.31241, 0.11183], [1.30296, -1.00349, -0.96649], [1.39260, 0.74285, -0.80602], [-1.31457, -0.03644, 1.51861], [-0.81678, 1.15205, -0.93643], [-2.38721, 0.65579, -0.37999], [-1.32054, -0.39526, -1.37894]]}